Entry 1:
Computed, not measured: a structure of composition C21H47LuOP3S at a distorted geometry, with ωB97M-V with the def2-TZVPD basis set.

As for the largest force on an atom: 4.5 eV/A. The gap between HOMO and LUMO (alpha / beta) comes out at 5.8 / 5.8 eV. As for the charge: +3. The value obtained for the highest occupied orbital energy (alpha / beta) is -17.4 / -17.4 eV. The value obtained for the molar mass is 615.56 g mol⁻¹.

Each line ends with the Löwdin charge.
Positions of all 74 atoms, in Å:
Lu1 0.02 -0.79 -0.55  0.96
S1 -1.91 -1.70 -1.69  0.78
P1 -1.00 1.80 -0.98  0.72
P2 2.09 0.11 -2.18  0.71
P3 1.42 -3.18 -0.05  0.74
O1 0.20 -0.21 1.53  -0.44
C1 1.56 0.00 2.12  -0.21
C2 3.02 -3.04 0.86  -0.25
C3 -1.25 2.43 -2.68  -0.25
C4 0.49 -4.31 1.06  -0.23
C5 1.77 1.41 2.60  -0.03
C6 1.90 -4.31 -1.41  -0.24
C7 -0.93 0.14 2.43  -0.21
C8 -0.77 -0.46 3.80  -0.04
C9 -3.74 -3.76 -1.71  -0.08
C10 -3.81 -5.43 -3.47  0.00
C11 1.75 0.10 -3.99  -0.24
C12 -5.11 -0.35 -0.16  -0.08
C13 3.68 -0.81 -2.13  -0.25
C14 2.65 1.85 -1.99  -0.25
C15 -2.65 -4.88 -4.04  -0.03
C16 -2.67 2.01 -0.27  -0.25
C17 -2.05 -3.77 -3.45  -0.10
C18 -2.60 -3.18 -2.31  -0.59
C19 -0.15 3.19 -0.15  -0.24
C20 -4.73 -0.86 1.02  -0.07
C21 -4.34 -4.87 -2.30  -0.02
H1 1.66 2.15 1.79  0.07
H2 -1.83 -0.24 1.93  0.11
H3 -0.12 -2.06 -1.89  -0.04
H4 0.91 3.23 -0.44  0.02
H5 -1.14 -3.34 -3.87  0.10
H6 -3.29 1.12 -0.44  -0.01
H7 1.53 -0.92 -4.32  0.05
H8 3.51 -4.02 0.91  0.08
H9 -4.96 -0.33 1.96  0.07
H10 4.38 -0.37 -2.86  0.08
H11 -1.82 3.37 -2.65  0.07
H12 1.90 2.55 -2.39  0.04
H13 2.28 -0.26 1.32  0.10
H14 -3.17 2.87 -0.72  0.08
H15 -0.21 3.06 0.94  0.04
H16 3.52 -1.87 -2.37  0.04
H17 -4.28 -6.30 -3.92  0.13
H18 3.68 -2.34 0.34  0.03
H19 -5.22 -5.30 -1.84  0.13
H20 -0.63 4.14 -0.43  0.08
H21 -4.94 -0.88 -1.10  0.04
H22 3.60 1.99 -2.53  0.08
H23 1.04 -4.48 2.00  0.07
H24 -0.65 -1.55 3.77  0.10
H25 -1.66 -0.24 4.38  0.11
H26 -4.25 -1.83 1.11  0.04
H27 -1.81 1.69 -3.27  0.06
H28 2.84 -2.67 1.88  0.05
H29 0.08 -0.03 4.33  0.09
H30 4.12 -0.73 -1.13  0.04
H31 -0.99 1.23 2.47  0.12
H32 2.97 -4.21 -1.65  0.06
H33 2.81 2.07 -0.93  0.04
H34 -0.48 -3.86 1.29  0.03
H35 -2.61 2.15 0.82  0.05
H36 0.33 -5.28 0.56  0.06
H37 0.88 0.74 -4.21  0.04
H38 2.80 1.49 2.98  0.11
H39 -5.62 0.63 -0.23  0.08
H40 2.63 0.47 -4.53  0.08
H41 1.68 -5.35 -1.12  0.06
H42 1.09 1.67 3.42  0.09
H43 -2.22 -5.32 -4.93  0.13
H44 1.30 -4.07 -2.30  0.03
H45 -4.12 -3.31 -0.80  0.10
H46 -0.28 2.61 -3.18  0.03
H47 1.68 -0.74 2.92  0.13


Entry 2:
Computed, not measured: a cluster of 2 separate species, C21H47N3O5P2 in total at a distorted geometry, with ωB97M-V with the def2-TZVPD basis set.

As for the largest force on an atom: 2.1 eV/A. The gap between HOMO and LUMO comes out at 4.8 eV. The value obtained for the highest occupied orbital energy is -5.6 eV. The value obtained for the molar mass is 483.57 g mol⁻¹.

Each line ends with the Löwdin charge.
Positions of all 78 atoms, in Å:
P1 -0.48 0.58 3.74  0.51
P2 0.39 1.89 2.08  0.78
O1 -4.38 0.67 0.52  0.13
O2 -3.43 2.12 -0.88  -0.01
O3 -2.54 3.88 3.23  -0.07
O4 1.97 1.27 1.85  -0.39
O5 1.15 0.50 4.65  -0.25
N1 0.70 3.52 2.51  -0.20
N2 1.36 -1.89 -3.46  -0.21
N3 2.26 2.59 5.28  0.10
C1 -2.66 2.10 4.96  -0.23
C2 3.58 -3.19 -3.78  -0.22
C3 2.59 -1.26 -1.25  -0.16
C4 1.42 -1.06 -2.20  -0.09
C5 -2.35 3.05 -0.71  -0.24
C6 -3.39 1.03 -0.06  -0.48
C7 0.38 -1.19 -4.40  -0.09
C8 -2.07 0.43 2.64  -0.35
C9 0.65 -3.21 -3.23  -0.09
C10 2.66 -2.57 -0.45  -0.24
C11 2.68 -2.01 -4.18  -0.10
C12 1.56 -2.61 0.60  -0.08
C13 -1.91 -0.44 1.38  -0.26
C14 -2.09 0.29 0.04  -0.15
C15 -0.83 -2.86 -3.10  -0.13
C16 1.74 1.58 4.95  -0.55
C17 -3.39 3.07 4.01  -0.26
C18 -1.14 1.99 4.82  -0.32
C19 -1.02 -1.58 -3.93  -0.12
C20 5.01 -2.78 -3.45  -0.08
C21 -2.89 4.49 -0.62  -0.04
H1 0.61 4.14 1.72  0.00
H2 0.56 -1.58 -5.40  0.13
H3 -0.82 1.71 5.82  0.07
H4 1.47 -0.03 -2.55  0.14
H5 -3.15 1.14 5.01  0.09
H6 3.64 -2.62 0.03  0.12
H7 1.66 3.63 2.84  0.02
H8 -1.47 -0.79 -3.33  0.11
H9 -3.97 4.49 -0.69  0.08
H10 -2.54 3.56 2.33  0.04
H11 2.50 -0.44 -0.53  0.13
H12 3.18 -1.05 -4.07  0.14
H13 0.84 -3.82 -4.11  0.15
H14 1.93 0.36 2.16  -0.02
H15 -2.91 0.03 3.18  0.08
H16 -1.21 0.89 -0.14  0.05
H17 0.48 -1.18 -1.68  0.12
H18 5.42 -2.14 -4.23  0.08
H19 -4.01 2.47 3.35  0.10
H20 0.57 -2.52 0.15  0.06
H21 3.53 -1.08 -1.77  0.10
H22 0.08 -0.56 2.99  -0.02
H23 1.70 -1.79 1.31  0.06
H24 5.65 -3.67 -3.38  0.08
H25 -1.46 -3.68 -3.44  0.12
H26 3.62 -3.88 -4.63  0.11
H27 3.17 -3.78 -2.96  0.09
H28 -1.09 -2.67 -2.06  0.11
H29 -1.71 2.97 -1.57  0.11
H30 -0.95 -0.97 1.30  0.06
H31 1.04 -3.70 -2.35  0.12
H32 1.59 -3.54 1.16  0.08
H33 -1.67 -1.74 -4.79  0.12
H34 -2.42 5.07 -1.39  0.07
H35 -0.97 -0.35 4.72  0.02
H36 -2.82 2.51 5.96  0.09
H37 -0.73 2.98 4.66  0.06
H38 0.58 -0.12 -4.39  0.14
H39 -4.09 3.68 4.57  0.10
H40 -2.26 1.43 2.27  0.02
H41 2.59 -3.46 -1.07  0.07
H42 -2.62 4.91 0.34  0.06
H43 2.43 -2.13 -5.23  0.12
H44 -2.13 -0.49 -0.73  0.11
H45 5.08 -2.26 -2.50  0.06
H46 -1.76 2.86 0.17  0.06
H47 -2.67 -1.21 1.38  0.10


Entry 3:
Computed, not measured: a cluster of 3 separate species, C21H47N4O2 in total at a distorted geometry, with ωB97M-V with the def2-TZVPD basis set.

As for the largest force on an atom: 1.3 eV/A. The gap between HOMO and LUMO comes out at 9.7 eV. As for the charge: +1. The value obtained for the highest occupied orbital energy is -12.5 eV. The value obtained for the molar mass is 387.63 g mol⁻¹.

Each line ends with the Löwdin charge.
Positions of all 74 atoms, in Å:
O1 -0.55 1.93 0.79  0.09
O2 -7.74 -0.43 -0.10  -0.05
N1 1.46 0.97 0.08  0.11
N2 -3.59 -0.03 -1.78  0.16
N3 -3.07 0.02 0.42  0.17
N4 -3.60 -2.04 -0.59  0.26
C1 -0.59 0.72 -1.28  -0.11
C2 4.68 3.65 2.84  -0.26
C3 0.69 -6.01 -0.59  -0.26
C4 -0.14 -5.00 0.20  -0.22
C5 5.27 3.46 0.34  -0.23
C6 3.60 2.57 2.83  -0.12
C7 0.18 -3.07 -1.48  -0.26
C8 -1.69 1.60 -1.88  -0.11
C9 7.79 3.61 0.75  -0.11
C10 -7.04 0.80 -0.20  -0.27
C11 0.05 1.29 -0.04  -0.46
C12 -0.79 -3.90 -0.65  -0.25
C13 -3.43 1.41 0.08  -0.22
C14 6.58 2.70 0.56  -0.27
C15 -5.88 0.77 0.79  -0.16
C16 -3.44 -0.74 -0.61  -0.40
C17 4.85 4.36 1.50  -0.23
C18 1.19 -2.29 -0.63  -0.11
C19 -4.85 1.87 0.48  -0.10
C20 -3.13 1.35 -1.42  -0.24
C21 -0.13 -6.80 -1.61  -0.11
H1 5.37 4.07 -0.56  0.11
H2 -3.96 -2.52 -1.40  0.15
H3 -0.93 -5.53 0.74  0.11
H4 3.50 2.11 3.81  0.07
H5 -3.39 -2.61 0.21  0.13
H6 5.57 5.17 1.62  0.10
H7 0.20 0.60 -2.01  0.12
H8 -4.75 2.51 1.36  0.12
H9 -1.70 1.42 -2.95  0.12
H10 -2.75 2.15 0.49  0.13
H11 7.92 4.26 -0.13  0.08
H12 -5.22 2.51 -0.32  0.12
H13 -0.93 -0.29 -1.05  0.09
H14 -0.93 -7.35 -1.12  0.08
H15 1.84 -1.68 -1.26  0.07
H16 1.14 -6.71 0.12  0.11
H17 1.55 0.64 1.04  0.09
H18 -3.34 -0.33 1.33  0.17
H19 1.52 -5.51 -1.09  0.10
H20 6.49 2.03 1.42  0.10
H21 -6.29 0.92 1.78  0.12
H22 4.48 2.73 0.13  0.09
H23 -8.29 -0.53 -0.87  0.09
H24 -5.46 -0.24 0.78  0.09
H25 3.90 4.84 1.24  0.11
H26 3.84 1.78 2.11  0.06
H27 -0.40 -2.36 -2.08  0.09
H28 -7.70 1.62 0.10  0.13
H29 1.83 -2.95 -0.05  0.08
H30 -0.57 -6.15 -2.37  0.06
H31 -1.53 -4.35 -1.31  0.10
H32 -1.46 2.66 -1.75  0.13
H33 8.70 3.03 0.87  0.07
H34 4.43 4.39 3.60  0.11
H35 0.49 -4.54 0.97  0.10
H36 7.68 4.25 1.62  0.07
H37 5.63 3.21 3.16  0.10
H38 0.50 -7.52 -2.12  0.07
H39 2.63 3.01 2.56  0.07
H40 6.75 2.05 -0.30  0.10
H41 0.71 -3.70 -2.19  0.11
H42 1.94 1.86 0.11  0.09
H43 -6.70 1.00 -1.21  0.11
H44 -1.35 -3.23 0.02  0.08
H45 0.67 -1.62 0.06  0.05
H46 -4.56 -0.01 -2.08  0.15
H47 -3.74 2.12 -1.90  0.15


Entry 4:
Computed, not measured: a cluster of 9 separate species, C21H47N6O20S3 in total at a distorted geometry, with ωB97M-V with the def2-TZVPD basis set.

As for the largest force on an atom: 5.2 eV/A. The gap between HOMO and LUMO comes out at 9.1 eV. As for the charge: -1. The value obtained for the highest occupied orbital energy is -7.3 eV. The value obtained for the molar mass is 799.83 g mol⁻¹.

Each line ends with the Löwdin charge.
Positions of all 97 atoms, in Å:
S1 -6.22 -2.94 -2.14  0.80
S2 1.09 1.41 -5.76  0.79
S3 -1.08 5.75 -0.46  0.73
O1 -1.77 5.09 -1.56  -0.25
O2 -0.33 1.64 -4.96  -0.16
O3 -7.47 -3.38 -1.53  -0.23
O4 -5.43 0.88 0.63  -0.01
O5 5.80 1.13 1.59  -0.01
O6 0.31 2.36 4.58  0.05
O7 -6.13 -2.77 -3.59  -0.25
O8 -1.18 4.86 0.94  -0.19
O9 -1.38 7.13 -0.20  -0.23
O10 0.84 0.93 -0.24  -0.06
O11 -2.03 -3.12 3.64  0.04
O12 2.03 2.29 -4.69  -0.16
O13 -5.35 -1.56 -1.53  -0.22
O14 1.09 2.15 -7.06  -0.27
O15 -4.99 -3.76 -1.47  -0.21
O16 1.45 -0.02 -5.75  -0.26
O17 3.08 -5.08 -3.69  -0.02
O18 0.54 5.47 -0.52  -0.17
O19 1.19 -0.88 -1.30  -0.01
O20 -0.70 -0.55 -0.65  -0.01
N1 0.45 -0.18 -0.69  -0.63
N2 3.87 0.72 0.40  0.00
N3 0.01 -3.39 2.73  0.02
N4 -3.34 1.11 -0.32  -0.01
N5 2.57 -2.89 -3.05  0.03
N6 1.48 0.53 4.62  0.03
C1 -0.31 3.73 0.78  -0.15
C2 1.54 0.30 3.14  -0.04
C3 4.36 -0.23 -0.50  -0.09
C4 0.75 1.42 5.21  -0.64
C5 0.81 4.19 -0.27  -0.23
C6 2.45 -4.20 -3.02  -0.55
C7 -4.16 0.79 0.71  -0.49
C8 1.34 -4.61 -2.10  -0.02
C9 3.94 2.56 1.99  -0.01
C10 -0.14 2.52 -3.90  -0.21
C11 -3.78 -3.33 -1.87  -0.21
C12 -3.97 -1.77 -1.60  -0.18
C13 -0.49 -3.27 1.32  -0.05
C14 -0.23 -2.85 5.15  -0.01
C15 -3.48 -0.11 1.72  -0.01
C16 4.60 1.42 1.31  -0.51
C17 3.60 -2.23 -3.82  -0.05
C18 -3.75 1.80 -1.52  -0.05
C19 -0.83 -3.14 3.79  -0.56
C20 0.50 1.25 6.64  -0.01
C21 1.31 2.62 -3.58  -0.25
H1 4.15 -1.61 -3.12  0.06
H2 -3.61 -1.20 -2.47  0.12
H3 -0.24 0.51 6.96  0.09
H4 1.71 -4.56 -1.07  0.08
H5 1.84 -2.30 -2.68  0.10
H6 2.90 0.97 0.33  0.09
H7 -0.42 -4.23 0.81  0.07
H8 -1.53 -2.97 1.22  0.07
H9 -2.56 0.34 2.11  0.07
H10 0.36 2.26 7.04  0.09
H11 0.86 -2.77 5.23  0.07
H12 0.97 -3.09 2.84  0.11
H13 1.40 1.00 7.20  0.08
H14 1.59 1.98 -2.74  0.12
H15 2.18 0.08 5.19  0.14
H16 3.67 -1.07 -0.57  0.07
H17 1.77 3.92 0.17  0.12
H18 -3.48 -1.49 -0.67  0.09
H19 3.22 -1.39 -4.40  0.06
H20 -3.26 -1.16 1.50  0.07
H21 3.23 2.29 2.77  0.06
H22 -3.00 2.57 -1.69  0.06
H23 -2.40 0.73 -0.29  0.08
H24 -0.55 3.48 -4.21  0.13
H25 1.49 1.19 2.52  0.05
H26 1.59 3.61 -3.23  0.14
H27 4.60 3.07 2.70  0.09
H28 4.23 -2.82 -4.48  0.09
H29 3.65 3.31 1.25  0.08
H30 0.68 -0.29 2.84  0.08
H31 -4.68 2.34 -1.33  0.09
H32 0.54 3.54 -1.10  0.09
H33 -2.92 -3.82 -1.40  0.13
H34 -3.51 -3.59 -2.90  0.12
H35 -3.89 1.09 -2.33  0.08
H36 0.15 -2.58 0.78  0.06
H37 2.45 -0.12 2.70  0.08
H38 -0.57 -1.86 5.43  0.07
H39 0.34 -4.19 -2.22  0.08
H40 4.58 0.24 -1.45  0.09
H41 -0.80 2.35 -3.05  0.13
H42 1.26 -5.68 -2.27  0.08
H43 -0.88 2.84 0.50  0.10
H44 0.11 3.50 1.76  0.12
H45 -4.13 -0.18 2.58  0.08
H46 -0.79 -3.48 5.84  0.08
H47 5.30 -0.59 -0.08  0.09


Entry 5:
Computed, not measured: a structure of composition C21H48F15O23S13Zn3 at a distorted geometry, with ωB97M-V with the def2-TZVPD basis set.

As for the largest force on an atom: 4.5 eV/A. The gap between HOMO and LUMO (alpha / beta) comes out at 7.3 / 2.3 eV. As for the expectation value of S²: 0.76. Its spin multiplicity is 2. As for the charge: +2. The value obtained for the highest occupied orbital energy (alpha / beta) is -12.6 / -12.6 eV. The value obtained for the molar mass is 1566.60 g mol⁻¹.

Each line ends with the Löwdin charge.
Positions of all 123 atoms, in Å:
Zn1 -2.77 2.17 1.27  0.61
Zn2 2.93 -0.82 1.87  0.67
Zn3 1.44 2.81 -1.15  0.67
S1 3.41 0.18 -1.27  0.63
S2 -3.60 -0.76 -5.11  0.85
S3 -2.94 1.95 -2.08  0.95
S4 -0.93 4.76 0.31  0.67
S5 2.12 -0.49 5.34  0.97
S6 -2.61 2.08 4.69  0.97
S7 2.67 2.57 2.11  0.59
S8 0.95 1.84 -4.29  0.93
S9 1.07 -3.48 3.19  0.98
S10 4.31 -3.37 -0.20  0.96
S11 -5.18 -0.21 1.40  0.52
S12 -0.11 0.38 0.53  0.69
S13 -0.62 -4.40 -2.75  1.08
F1 -5.66 -2.20 3.10  0.15
F2 4.84 3.88 1.32  0.19
F3 3.69 4.92 2.73  0.17
F4 -2.06 -1.33 0.17  0.13
F5 0.86 6.64 0.72  0.15
F6 -0.11 -2.24 -0.10  0.16
F7 -0.98 6.87 1.99  0.12
F8 0.61 5.34 2.39  0.15
F9 -4.09 -0.79 3.91  0.11
F10 -3.70 -2.20 2.31  0.15
F11 -0.80 -0.99 -1.69  0.12
F12 5.52 1.27 -2.50  0.16
F13 4.96 3.31 3.42  0.17
F14 5.66 1.26 -0.33  0.17
F15 5.93 -0.52 -1.42  0.19
O1 -4.14 0.78 1.25  -0.36
O2 3.16 -0.50 0.01  -0.35
O3 0.30 1.30 -0.58  -0.34
O4 -2.61 2.17 -0.64  -0.58
O5 2.07 2.86 0.84  -0.31
O6 -6.37 0.50 1.80  -0.29
O7 2.75 1.47 -1.39  -0.32
O8 -0.23 -4.62 -1.31  -0.31
O9 3.15 -0.71 -2.39  -0.29
O10 1.72 2.70 3.18  -0.27
O11 -1.60 3.79 1.20  -0.33
O12 -1.19 1.08 1.22  -0.29
O13 0.12 4.03 -0.48  -0.34
O14 0.84 2.59 -3.01  -0.55
O15 3.77 -2.73 1.07  -0.56
O16 0.99 -0.10 1.35  -0.30
O17 1.71 -2.28 2.42  -0.61
O18 -1.86 5.55 -0.49  -0.27
O19 -5.40 -0.96 0.17  -0.31
O20 2.85 -0.63 3.99  -0.60
O21 3.24 1.21 2.03  -0.35
O22 -2.92 2.30 3.21  -0.56
O23 -3.20 0.44 -5.97  -0.54
C1 -4.66 1.27 -2.04  -0.23
C2 -0.55 2.24 -5.20  -0.24
C3 -3.46 3.59 -2.81  -0.20
C4 5.26 0.58 -1.39  -0.68
C5 0.69 -3.36 -3.57  -0.13
C6 -3.79 3.10 5.63  -0.22
C7 0.40 -4.75 2.00  -0.22
C8 -2.13 -1.75 -4.60  -0.27
C9 5.11 -4.90 0.35  -0.23
C10 2.57 -4.43 3.71  -0.20
C11 2.89 -4.12 -1.12  -0.23
C12 -4.60 -1.44 2.83  -0.62
C13 -1.14 3.14 5.02  -0.19
C14 0.39 -0.05 4.75  -0.22
C15 -4.35 -1.98 -6.29  -0.22
C16 2.06 2.77 -5.46  -0.20
C17 4.19 3.75 2.43  -0.67
C18 -0.05 6.00 1.45  -0.59
C19 -0.27 -5.98 -3.64  -0.14
C20 2.55 1.18 6.00  -0.20
C21 -0.81 -1.19 -0.37  -0.59
H1 3.24 -4.55 -2.06  0.07
H2 -0.85 3.28 -5.07  0.08
H3 2.20 -4.77 -0.58  0.03
H4 -0.16 -0.91 4.36  0.04
H5 3.17 -3.64 4.17  0.05
H6 -3.98 4.05 5.13  0.07
H7 5.71 -4.85 1.27  0.07
H8 -3.59 -2.19 -7.05  0.06
H9 -4.68 0.19 -1.88  0.03
H10 0.41 0.64 3.91  0.04
H11 -0.29 2.46 4.92  0.00
H12 -1.12 -6.65 -3.48  0.08
H13 -0.23 2.23 -6.24  0.06
H14 3.63 1.25 6.08  0.07
H15 2.41 -5.25 4.41  0.07
H16 -4.45 -2.93 -5.77  0.04
H17 2.26 -3.26 -1.36  0.01
H18 1.13 -4.83 1.19  0.02
H19 1.47 3.67 -5.68  0.05
H20 2.99 3.20 -5.09  0.07
H21 -4.20 4.11 -2.19  0.07
H22 2.19 1.88 5.25  0.02
H23 -1.16 3.40 6.08  0.06
H24 -1.43 1.63 -5.02  0.01
H25 0.88 -2.48 -2.95  0.05
H26 1.98 1.32 6.92  0.06
H27 -4.74 2.60 5.83  0.06
H28 -1.52 -1.74 -5.50  0.05
H29 -5.35 -1.71 -6.64  0.07
H30 -1.03 3.96 4.32  0.07
H31 -0.60 -4.52 1.64  0.05
H32 0.62 -6.37 -3.15  0.08
H33 0.30 -5.75 2.43  0.07
H34 -0.23 0.31 5.57  0.05
H35 2.19 2.29 -6.43  0.06
H36 4.32 -5.60 0.61  0.05
H37 -5.45 1.66 -1.39  0.08
H38 3.23 -4.70 2.89  0.04
H39 -2.35 -2.76 -4.26  0.03
H40 5.71 -5.33 -0.45  0.06
H41 -1.54 -1.23 -3.85  0.02
H42 -0.25 -5.87 -4.72  0.09
H43 -3.29 3.37 6.55  0.05
H44 -2.59 4.22 -2.98  0.04
H45 -5.12 1.27 -3.03  0.05
H46 1.52 -4.05 -3.44  0.05
H47 0.34 -3.01 -4.54  0.07
H48 -3.96 3.62 -3.78  0.06